1.
Computed, not measured: an isolated ion of composition C5H10NOS and charge +1 at a distorted geometry, with ωB97M-V with the def2-TZVPD basis set.

Last column: natural (NBO) charge in e.
Cartesian coordinates (Å):
C 0.2094 -1.8718 1.1492  -0.24
C 1.2812 2.8771 -1.5078  -0.10
C -0.3538 1.3766 -0.6458  -0.15
C -1.0077 -2.3448 0.3776  -0.55
C 0.0491 -0.0678 -0.3872  -0.01
N 0.1675 -0.3954 1.0705  -0.55
O 0.6980 2.3298 -0.4910  -0.50
S -1.1285 -1.2289 -1.0673  0.41
H 0.1988 -2.2147 2.1835  0.25
H 1.1201 -2.2053 0.6503  0.25
H 1.9698 3.6726 -1.2750  0.18
H 1.1056 2.5603 -2.5255  0.16
H -0.7547 1.4194 -1.6609  0.22
H -1.1103 1.7302 0.0704  0.21
H -0.9114 -3.3671 0.0256  0.28
H -1.9309 -2.2529 0.9501  0.24
H -0.6229 -0.0540 1.6423  0.43
H 1.0207 0.0367 1.4410  0.46

Its orbital gap (alpha / beta) is 6.7 / 9.2 eV. Its HOMO energy (alpha / beta) is -10.069 / -14.716 eV. The multiplicity is 3. As for the net charge: +1. As for the lowest unoccupied orbital energy (alpha / beta): -3.4 / -5.6 eV. The relative energy (zero: lowest compared OMol25 entry of this formula, charge and spin) is 3.8 kcal/mol.

2.
Computed, not measured: the molecule C5H10NP at a distorted geometry, with ωB97M-V with the def2-TZVPD basis set.

Last column: natural (NBO) charge in e.
Cartesian coordinates (Å):
N 1.7963 0.5564 -1.1447  -1.33
P 1.8251 0.0421 0.3060  1.33
C 0.0774 -0.5232 0.8036  -0.54
C -0.5947 0.7601 1.1779  -0.25
C -1.3081 1.2873 0.2372  -0.13
C -1.5539 0.3339 -0.8404  -0.44
C -0.7551 -0.9001 -0.4221  -0.42
H 2.5070 1.1949 -1.4677  0.39
H 2.9092 -0.9675 0.4368  -0.07
H 1.8664 0.7809 1.4866  -0.10
H -0.0230 -1.4115 1.5603  0.25
H -0.3523 1.3507 2.0621  0.21
H -1.7814 2.3142 0.2804  0.22
H -1.2662 0.6547 -1.7362  0.22
H -2.6218 0.1448 -0.9880  0.21
H -0.2725 -1.2122 -1.3603  0.24
H -1.4009 -1.8531 -0.3978  0.22

Its orbital gap is 10.0 eV. Its HOMO energy is -8.845 eV. The multiplicity is 1. As for the net charge: 0. The SMILES is N=[PH2][C@H]1C=CCC1. As for the lowest unoccupied orbital energy: 1.1 eV. The relative energy (zero: lowest compared OMol25 entry of this formula, charge and spin) is 37.2 kcal/mol.

3.
Computed, not measured: an isolated ion of composition C5H10NS and charge +1 at a distorted geometry, with ωB97M-V with the def2-TZVPD basis set.

Last column: natural (NBO) charge in e.
Cartesian coordinates (Å):
C 2.0434 -1.6097 0.4199  -0.32
C 1.4584 -0.6119 -0.2820  -0.03
C -1.1098 -1.2645 0.0438  0.01
C -0.2440 1.8449 0.4825  -0.61
C -0.3923 0.9196 -0.7162  -0.24
N -0.0696 -0.4772 -0.3296  -0.31
S -2.7679 -0.8314 -0.0478  0.17
H 1.5522 -2.3570 1.0242  0.23
H 3.0676 -1.7102 0.2418  0.24
H 1.8466 0.0369 -1.0422  0.24
H -0.8268 -2.3567 0.0217  0.27
H 0.8434 2.0557 0.9113  0.24
H -0.6091 2.8119 0.2447  0.24
H -0.8740 1.3255 1.1384  0.20
H 0.1142 1.3673 -1.6159  0.25
H -1.4192 0.9375 -0.9408  0.21
H -3.5472 -1.8279 0.5778  0.23

Its orbital gap is 8.9 eV. Its HOMO energy is -14.092 eV. The multiplicity is 1. As for the net charge: +1. As for the lowest unoccupied orbital energy: -5.2 eV. The relative energy (zero: lowest compared OMol25 entry of this formula, charge and spin) is 72.1 kcal/mol.

4.
Computed, not measured: an isolated ion of composition C5H10NS4 and charge +1 at a distorted geometry, with ωB97M-V with the def2-TZVPD basis set.

Last column: natural (NBO) charge in e.
Cartesian coordinates (Å):
C -0.1501 0.6323 1.7559  -0.40
C -0.5917 1.2851 0.4992  -0.27
C 0.1006 -1.4710 0.1744  -0.34
C 0.2841 -0.7197 -0.9734  0.02
C 0.9267 -1.0516 -2.2149  -0.68
N 0.1535 0.8161 -0.6850  -0.53
S -1.4253 -1.5321 -0.8452  0.16
S -1.4575 0.4027 2.8197  0.22
S -0.4676 3.0525 0.5348  0.07
S 1.0601 -2.6603 0.8461  0.19
H 0.7268 0.8743 2.2791  0.24
H -1.6577 1.1581 0.2496  0.26
H 1.7602 -0.4148 -2.4095  0.24
H 0.2644 -1.0810 -3.0653  0.26
H 1.2208 -2.2011 -2.1040  0.27
H -0.1753 1.2913 -1.4955  0.45
H 1.0655 1.0072 -0.3502  0.43
H -2.4092 0.3665 1.8783  0.12
H 0.5669 3.2580 1.3163  0.14
H 0.2048 -3.0126 1.7896  0.16

Its orbital gap (alpha / beta) is 7.0 / 7.4 eV. Its HOMO energy (alpha / beta) is -11.460 / -11.569 eV. The multiplicity is 1. As for the net charge: +1. As for the lowest unoccupied orbital energy (alpha / beta): -4.5 / -4.1 eV. The relative energy (zero: lowest compared OMol25 entry of this formula, charge and spin) is 75.2 kcal/mol.

5.
Computed, not measured: the molecule C5H10O, with ωB97M-V with the def2-TZVPD basis set.

Last column: natural (NBO) charge in e.
Cartesian coordinates (Å):
O -1.8248 -0.2344 1.4480  -0.71
C -1.5854 -0.7972 0.1752  -0.06
C -0.3391 -0.2540 -0.5073  -0.24
C 0.1097 1.2254 -0.3896  -0.40
C 1.5675 0.7121 -0.3259  -0.40
C 1.0128 -0.6579 0.1124  -0.40
H -0.9747 -0.1015 1.8777  0.46
H -1.4537 -1.8908 0.2491  0.16
H -2.4870 -0.6173 -0.4178  0.18
H -0.3537 -0.5446 -1.5667  0.21
H -0.1952 1.6660 0.5672  0.20
H -0.1682 1.9124 -1.1948  0.21
H 2.0146 0.6518 -1.3225  0.20
H 2.2645 1.2256 0.3417  0.20
H 0.9428 -0.7151 1.2075  0.18
H 1.4698 -1.5806 -0.2541  0.21

Its orbital gap is 11.2 eV. Its HOMO energy is -10.169 eV. The multiplicity is 1. As for the net charge: 0. The SMILES is OCC1CCC1. As for the lowest unoccupied orbital energy: 1.1 eV. The relative energy (zero: lowest compared OMol25 entry of this formula, charge and spin) is 25.6 kcal/mol.

6.
Computed, not measured: a 2-piece molecular cluster, C5H10O overall, with ωB97M-V with the def2-TZVPD basis set.

Last column: natural (NBO) charge in e.
Cartesian coordinates (Å):
C -1.3622 0.8145 -0.0143  -0.44
C -0.2268 0.1829 0.2557  0.03
C 1.1719 0.6602 0.5948  -0.45
C 1.3818 -0.6930 1.3231  -0.39
C 0.1160 -1.2490 0.6190  -0.45
H -1.3944 1.8936 -0.1444  0.21
H -2.3026 0.2758 -0.1124  0.20
H 1.2354 1.5748 1.1905  0.22
H 1.8206 0.7685 -0.2826  0.22
H 2.3221 -1.2154 1.1340  0.21
H 1.2347 -0.5961 2.4014  0.21
H -0.6178 -1.7810 1.2313  0.22
H 0.3593 -1.8678 -0.2535  0.22
O -1.1660 0.6152 -2.9855  -0.94
H -1.9056 0.0258 -2.7988  0.46
H -0.6663 0.5912 -2.1582  0.48

Its orbital gap is 10.6 eV. Its HOMO energy is -9.617 eV. The multiplicity is 1. As for the net charge: 0. The SMILES is C=C1CCC1.O. As for the lowest unoccupied orbital energy: 0.9 eV. The relative energy (zero: lowest compared OMol25 entry of this formula, charge and spin) is 35.9 kcal/mol.

Among the records above, which one has the lowest relative energy (zero: lowest compared OMol25 entry of this formula, charge and spin)? C5H10NOS

Please write out number 3 again, unchanged.
Computed, not measured: an isolated ion of composition C5H10NS and charge +1 at a distorted geometry, with ωB97M-V with the def2-TZVPD basis set.

Last column: natural (NBO) charge in e.
Cartesian coordinates (Å):
C 2.0434 -1.6097 0.4199  -0.32
C 1.4584 -0.6119 -0.2820  -0.03
C -1.1098 -1.2645 0.0438  0.01
C -0.2440 1.8449 0.4825  -0.61
C -0.3923 0.9196 -0.7162  -0.24
N -0.0696 -0.4772 -0.3296  -0.31
S -2.7679 -0.8314 -0.0478  0.17
H 1.5522 -2.3570 1.0242  0.23
H 3.0676 -1.7102 0.2418  0.24
H 1.8466 0.0369 -1.0422  0.24
H -0.8268 -2.3567 0.0217  0.27
H 0.8434 2.0557 0.9113  0.24
H -0.6091 2.8119 0.2447  0.24
H -0.8740 1.3255 1.1384  0.20
H 0.1142 1.3673 -1.6159  0.25
H -1.4192 0.9375 -0.9408  0.21
H -3.5472 -1.8279 0.5778  0.23

Its orbital gap is 8.9 eV. Its HOMO energy is -14.092 eV. The multiplicity is 1. As for the net charge: +1. As for the lowest unoccupied orbital energy: -5.2 eV. The relative energy (zero: lowest compared OMol25 entry of this formula, charge and spin) is 72.1 kcal/mol.